7 unconnected molecules or ions with the total composition C33H70NO8SSi in a non-equilibrium geometry. Source: the OMol25 dataset; level of theory: ωB97M-V with the def2-TZVPD basis set.

Last columns: bonded neighbours and bond lengths (Å).
Positions of all 114 atoms, in Å:
1 C -3.3559 4.7061 3.7833  N2 1.491, H15 1.149, H16 1.144, H17 1.149
2 N -3.0892 5.3738 2.4770  C1 1.491, C3 1.493, C4 1.450
3 C -1.7958 6.1031 2.6284  N2 1.493, H18 1.146, H19 1.141, H20 1.146
4 C -3.0794 4.4444 1.3636  N2 1.450, O5 1.260, C6 1.590
5 O -1.9904 4.1024 0.8311  C4 1.260
6 C -4.4305 3.8509 0.7710  C4 1.590, S7 1.856, H21 1.152, H22 1.149
7 S -4.9564 4.6390 -0.8255  C6 1.856, C8 1.876, H23 1.392
8 C -3.7261 4.2460 -2.1865  S7 1.876, C9 1.627, H24 1.137, H25 1.142
9 C -3.6071 2.6236 -2.2016  C8 1.627, O10 1.434, H26 1.143, H27 1.155
10 O -3.1224 2.1201 -3.4536  C9 1.434, Si11 1.770
11 Si -2.0573 0.7720 -3.0276  O10 1.770, C12 1.937, C13 1.912, C14 1.909
12 C -2.9539 -0.3807 -1.7544  Si11 1.937, H28 1.133, H29 1.150, H30 1.146
13 C -0.4655 1.5632 -2.3223  Si11 1.912, H31 1.134, H32 1.151, H33 1.138
14 C -1.6216 -0.3191 -4.5324  Si11 1.909, H34 1.136, H35 1.147, H36 1.142
15 H -3.3953 5.4581 4.6514  C1 1.149
16 H -2.5705 3.9316 4.0874  C1 1.144
17 H -4.3726 4.1710 3.8085  C1 1.149
18 H -1.8749 6.7019 3.6026  C3 1.146
19 H -0.9096 5.3917 2.7290  C3 1.141
20 H -1.6404 6.8596 1.7819  C3 1.146
21 H -5.2728 4.0806 1.5223  C6 1.152
22 H -4.4030 2.7043 0.7072  C6 1.149
23 H -6.1018 3.9389 -1.1926  S7 1.392
24 H -4.0361 4.6700 -3.1953  C8 1.137
25 H -2.7278 4.6837 -1.8467  C8 1.142
26 H -2.9577 2.3647 -1.2971  C9 1.143
27 H -4.6548 2.1713 -2.0254  C9 1.155
28 H -2.5942 -1.4541 -1.7996  C12 1.133
29 H -2.7716 0.1033 -0.7276  C12 1.150
30 H -4.0737 -0.2706 -1.9707  C12 1.146
31 H 0.4967 1.0706 -2.6659  C13 1.134
32 H -0.4385 2.6472 -2.7076  C13 1.151
33 H -0.5818 1.6117 -1.1909  C13 1.138
34 H -1.2671 0.2476 -5.4512  C14 1.136
35 H -0.7696 -1.0149 -4.2076  C14 1.147
36 H -2.4919 -1.0027 -4.8157  C14 1.142
37 C 3.4678 3.6018 1.2499  C38 1.513, C41 1.516, H42 1.091, H43 1.095
38 C 2.3317 2.9626 2.0186  C37 1.513, C39 1.517, H44 1.095, H45 1.091
39 C 1.2680 2.8171 0.9470  C38 1.517, O40 1.434, H46 1.095, H47 1.093
40 O 1.9560 2.6346 -0.2979  C39 1.434, C41 1.434
41 C 3.3459 2.9322 -0.1046  C37 1.516, O40 1.434, H48 1.095, H49 1.092
42 H 4.4462 3.4569 1.7102  C37 1.091
43 H 3.2913 4.6779 1.1522  C37 1.095
44 H 2.6370 1.9748 2.3784  C38 1.095
45 H 1.9958 3.5489 2.8757  C38 1.091
46 H 0.6598 3.7237 0.8643  C39 1.095
47 H 0.6041 1.9677 1.1277  C39 1.093
48 H 3.8970 1.9858 -0.1299  C41 1.095
49 H 3.7033 3.5653 -0.9193  C41 1.092
50 C 4.4094 -0.6430 -2.2843  C51 1.513, C54 1.517, H55 1.091, H56 1.095
51 C 3.3347 -0.6920 -1.2205  C50 1.513, C52 1.516, H57 1.095, H58 1.092
52 C 2.6920 -2.0398 -1.4835  C51 1.516, O53 1.433, H59 1.096, H60 1.093
53 O 3.7161 -2.8922 -2.0113  C52 1.433, C54 1.434
54 C 4.8579 -2.0905 -2.3445  C50 1.517, O53 1.434, H61 1.096, H62 1.092
55 H 5.2239 0.0461 -2.0553  C50 1.091
56 H 3.9700 -0.3474 -3.2427  C50 1.095
57 H 3.7956 -0.6855 -0.2271  C51 1.095
58 H 2.6251 0.1362 -1.2728  C51 1.092
59 H 1.8992 -1.9623 -2.2362  C52 1.096
60 H 2.2716 -2.4876 -0.5799  C52 1.093
61 H 5.6388 -2.2950 -1.6038  C54 1.096
62 H 5.2308 -2.3742 -3.3309  C54 1.092
63 C 5.1594 -7.0860 -1.1436  C64 1.514, C67 1.516, H68 1.091, H69 1.094
64 C 4.2374 -5.8912 -1.2589  C63 1.514, C65 1.516, H70 1.094, H71 1.091
65 C 2.9758 -6.4013 -0.5905  C64 1.516, O66 1.434, H72 1.096, H73 1.093
66 O 3.3872 -7.3448 0.4073  C65 1.434, C67 1.435
67 C 4.7749 -7.6502 0.2103  C63 1.516, O66 1.435, H74 1.096, H75 1.092
68 H 6.2180 -6.8327 -1.2143  C63 1.091
69 H 4.9281 -7.8106 -1.9298  C63 1.094
70 H 4.6469 -5.0501 -0.6909  C64 1.094
71 H 4.0718 -5.5607 -2.2849  C64 1.091
72 H 2.3323 -6.9273 -1.3044  C65 1.096
73 H 2.3960 -5.6017 -0.1228  C65 1.093
74 H 5.3414 -7.1698 1.0160  C67 1.096
75 H 4.9265 -8.7298 0.2743  C67 1.092
76 C -5.2060 -2.4194 2.3380  C77 1.513, C80 1.517, H81 1.091, H82 1.095
77 C -4.3543 -3.6585 2.1699  C76 1.513, C78 1.516, H83 1.095, H84 1.091
78 C -4.3406 -3.8287 0.6636  C77 1.516, O79 1.436, H85 1.095, H86 1.092
79 O -4.4468 -2.5141 0.0961  C78 1.436, C80 1.432
80 C -4.7985 -1.5919 1.1343  C76 1.517, O79 1.432, H87 1.097, H88 1.093
81 H -5.0458 -1.9012 3.2850  C76 1.091
82 H -6.2657 -2.6848 2.2678  C76 1.095
83 H -3.3401 -3.4638 2.5333  C77 1.095
84 H -4.7419 -4.5331 2.6939  C77 1.091
85 H -5.2016 -4.4121 0.3216  C78 1.095
86 H -3.4289 -4.3107 0.3043  C78 1.092
87 H -3.9146 -0.9810 1.3537  C80 1.097
88 H -5.5992 -0.9344 0.7857  C80 1.093
89 C 8.6216 -7.6923 -5.2559  C90 1.513, C93 1.516, H94 1.091, H95 1.095
90 C 7.7004 -6.4975 -5.3690  C89 1.513, C91 1.516, H96 1.095, H97 1.091
91 C 6.4388 -7.0081 -4.7005  C90 1.516, O92 1.434, H98 1.095, H99 1.093
92 O 6.8503 -7.9534 -3.7040  C91 1.434, C93 1.434
93 C 8.2377 -8.2582 -3.9027  C89 1.516, O92 1.434, H100 1.096, H101 1.092
94 H 9.6806 -7.4392 -5.3266  C89 1.091
95 H 8.3892 -8.4163 -6.0436  C89 1.095
96 H 8.1113 -5.6572 -4.7997  C90 1.095
97 H 7.5345 -6.1654 -6.3951  C90 1.091
98 H 5.7947 -7.5325 -5.4146  C91 1.095
99 H 5.8598 -6.2089 -4.2311  C91 1.093
100 H 8.8050 -7.7792 -3.0970  C93 1.096
101 H 8.3890 -9.3379 -3.8406  C93 1.092
102 C -6.3472 8.4705 6.3137  C103 1.514, C106 1.516, H107 1.091, H108 1.095
103 C -7.0592 7.1448 6.1488  C102 1.514, C104 1.516, H109 1.094, H110 1.091
104 C -5.9057 6.2012 5.8701  C103 1.516, O105 1.433, H111 1.096, H112 1.093
105 O -4.7638 6.7248 6.5591  C104 1.433, C106 1.436
106 C -5.0645 8.0550 7.0076  C102 1.516, O105 1.436, H113 1.095, H114 1.092
107 H -6.9174 9.2082 6.8797  C102 1.091
108 H -6.1196 8.8946 5.3301  C102 1.095
109 H -7.5499 6.8679 7.0871  C103 1.094
110 H -7.8110 7.1445 5.3580  C103 1.091
111 H -5.6665 6.1706 4.8008  C104 1.096
112 H -6.1055 5.1827 6.2119  C104 1.093
113 H -5.1942 8.0209 8.0942  C106 1.095
114 H -4.2283 8.7184 6.7777  C106 1.092

Relative energy (zero: lowest compared OMol25 entry of this formula, charge and spin) (kJ/mol): 192.8
Highest occupied orbital energy (eV): -10.1
Gap between HOMO and LUMO (eV): 6.4
Net charge: +1

Atomic partial charges in e from the Löwdin method, atoms 1 to 8: C -0.089; N -0.169; C -0.077; C -0.405; O 0.044; C -0.274; S 1.098; C -0.279